[1]
Density functional theory data (the ωB97M-V functional and the def2-TZVPD basis) for a gas-phase ion, C6H7N2 (charge +1).

Each line ends with the natural charge from an NBO analysis.
Cartesian coordinates (Å):
C -1.353 -0.963 -1.175  -0.3197
C -2.027 -1.790 -0.495  0.2628
C 0.021 0.071 1.702  -0.4132
C -0.101 1.100 0.629  -0.2072
C 1.158 0.325 0.765  -0.0925
C -0.351 0.065 -0.772  0.3543
N -0.961 0.046 -2.054  -0.5158
N 1.079 -0.424 -0.528  -0.5215
H 0.127 0.322 2.742  0.2831
H -0.529 -0.866 1.627  0.2601
H -0.378 2.152 0.971  0.3026
H 2.114 0.930 0.751  0.2741
H -1.572 0.713 -2.451  0.4396
H 1.628 -0.253 -1.310  0.4478
H 1.144 -1.428 -0.403  0.4456

Values from the calculation:
Net charge ... +1
Relative energy (zero: lowest compared OMol25 entry of this formula, charge and spin) ... 189.47 kcal per mole
Kohn-Sham gap ... 9.2 eV
HOMO ... -14.10 eV



[2]
Density functional theory data (the ωB97M-V functional and the def2-TZVPD basis) for a gas-phase ion, C6H7N2O2 (charge +1).

Each line ends with the natural charge from an NBO analysis.
Cartesian coordinates (Å):
N -2.646 -1.280 0.438  -0.5579
N -1.426 -0.581 0.184  -0.0928
C -0.816 -0.773 -0.975  0.0592
C 0.355 -0.133 -1.235  -0.1840
C 0.861 0.700 -0.261  -0.0550
C 2.193 1.403 -0.514  0.7521
O 2.244 2.560 -0.838  -0.4787
O 3.286 0.632 -0.322  -0.6286
C 0.209 0.893 0.934  -0.1841
C -0.959 0.222 1.129  0.0615
H -2.611 -1.519 1.427  0.3801
H -2.555 -2.167 -0.053  0.3803
H -1.209 -1.447 -1.724  0.2573
H 0.898 -0.263 -2.160  0.2719
H 3.025 -0.132 0.209  0.4888
H 0.624 1.545 1.688  0.2728
H -1.474 0.339 2.072  0.2570

Values from the calculation:
Net charge ... +1
Relative energy (zero: lowest compared OMol25 entry of this formula, charge and spin) ... 29.29 kcal per mole
Kohn-Sham gap ... 9.5 eV
HOMO ... -14.52 eV



[3]
Density functional theory data (the ωB97M-V functional and the def2-TZVPD basis) for C6H7N2O2P in the gas phase.

Each line ends with the natural charge from an NBO analysis.
Cartesian coordinates (Å):
C -2.512 1.034 1.330  -0.2888
O -2.825 1.321 -0.029  -0.5212
C -2.074 0.712 -1.019  0.2213
N -1.954 -0.712 -0.944  -0.6289
C -0.791 0.064 -0.939  -0.1862
P 0.778 0.447 -0.341  0.4935
C 1.551 -1.231 -0.189  -0.5356
C 2.868 -1.473 -0.129  -0.0100
N 3.814 -0.594 0.260  -0.5547
C 4.127 0.539 0.469  0.8874
O 4.516 1.610 0.700  -0.4991
H -1.514 1.650 1.400  0.1847
H -2.367 -0.089 1.600  0.1985
H -3.223 1.633 1.962  0.2081
H -2.259 1.292 -1.910  0.1862
H -2.184 -1.611 -1.305  0.4173
H 0.937 -2.054 -0.606  0.2169
H 3.114 -2.538 -0.310  0.2106

Values from the calculation:
Relative energy (zero: lowest compared OMol25 entry of this formula, charge and spin) ... 41.45 kcal per mole
Kohn-Sham gap ... 7.9 eV
HOMO ... -7.98 eV



[4]
Density functional theory data (the ωB97M-V functional and the def2-TZVPD basis) for 2 unconnected molecules or ions with the total composition C6H7N2O2S.

Each line ends with the natural charge from an NBO analysis.
Cartesian coordinates (Å):
C -0.753 -0.777 0.756  0.0483
C -2.055 -0.287 1.311  0.6463
C -1.408 0.904 -0.550  0.7588
C -0.034 -1.811 1.250  -0.4509
C 1.718 0.833 -0.377  -0.1749
C 2.163 0.158 -1.615  -0.6922
N -2.453 0.761 0.411  -0.6872
N -0.469 -0.035 -0.365  -0.6452
O -2.759 -0.513 2.299  -0.6261
O -1.506 1.806 -1.367  -0.6936
S 2.122 0.536 1.200  -0.1511
H -0.524 -2.437 2.085  0.2016
H 0.962 -1.971 0.951  0.2107
H 1.342 1.848 -0.712  0.1933
H 2.288 0.720 -2.526  0.2089
H 1.516 -0.580 -1.799  0.2528
H 3.105 -0.463 -1.468  0.1980
H -3.257 1.309 0.514  0.4023

Values from the calculation:
Net charge ... -1
Relative energy (zero: lowest compared OMol25 entry of this formula, charge and spin) ... 0.00 kcal per mole
Kohn-Sham gap ... 7.7 eV
HOMO ... -4.19 eV



[5]
Density functional theory data (the ωB97M-V functional and the def2-TZVPD basis) for 2 unconnected molecules or ions with the total composition C6H7N2O2S.

Each line ends with the natural charge from an NBO analysis.
Cartesian coordinates (Å):
C -1.137 -0.460 1.315  -0.1713
C -2.783 0.073 -0.026  0.1368
C -0.681 0.048 0.143  0.1369
C 1.898 -0.950 0.159  0.7274
C 1.221 0.652 -1.816  -0.6637
C 1.305 0.400 -0.346  -0.1668
N -1.700 0.381 -0.682  -0.5116
N -2.510 -0.443 1.202  -0.5357
O 1.803 -1.916 -0.589  -0.7221
O 2.423 -0.886 1.300  -0.7552
S 1.814 1.708 0.709  -0.1755
H -0.630 -0.820 2.185  0.2220
H -3.786 0.207 -0.387  0.1713
H 2.155 1.090 -2.175  0.2018
H 1.056 -0.302 -2.314  0.2415
H 0.401 1.328 -2.050  0.2182
H -3.173 -0.770 1.885  0.4008
H 2.323 0.661 1.488  0.2454

Values from the calculation:
Net charge ... -1
Relative energy (zero: lowest compared OMol25 entry of this formula, charge and spin) ... 9.22 kcal per mole
Kohn-Sham gap ... 7.4 eV
HOMO ... -4.12 eV



[6]
Density functional theory data (the ωB97M-V functional and the def2-TZVPD basis) for C6H7N2O4P in the gas phase.

Each line ends with the natural charge from an NBO analysis.
Cartesian coordinates (Å):
C 0.412 -2.025 -1.021  -0.2631
O -0.625 -1.430 -0.246  -0.4911
C -0.447 -1.439 1.074  0.7864
O 0.493 -1.920 1.640  -0.5584
C -1.594 -0.746 1.751  0.0260
N -2.461 -1.468 2.441  -0.2360
N -3.414 -0.709 2.981  -0.6214
P -3.482 0.928 2.803  0.7678
C -1.778 0.615 1.684  -0.3767
C -1.094 1.717 1.061  0.7251
O -1.511 2.852 1.031  -0.5896
O 0.083 1.336 0.521  -0.5094
C 0.822 2.352 -0.134  -0.2598
H 1.379 -1.603 -0.744  0.1977
H 0.178 -1.806 -2.059  0.1973
H 0.434 -3.104 -0.853  0.1943
H -4.083 -1.256 3.517  0.4231
H 0.803 3.272 0.454  0.2042
H 0.394 2.552 -1.119  0.1880
H 1.838 1.978 -0.232  0.1957

Values from the calculation:
Relative energy (zero: lowest compared OMol25 entry of this formula, charge and spin) ... 0.00 kcal per mole
Kohn-Sham gap ... 8.4 eV
HOMO ... -9.06 eV



[7]
Density functional theory data (the ωB97M-V functional and the def2-TZVPD basis) for C6H7N3O in the gas phase.

Each line ends with the natural charge from an NBO analysis.
Cartesian coordinates (Å):
N 2.529 1.207 -0.320  -0.8475
C 2.573 -0.196 0.064  0.8126
O 3.591 -0.671 0.389  -0.5893
N 1.256 -0.838 0.050  -0.6436
C 0.019 -0.390 -0.035  0.3354
C -0.985 -1.316 -0.112  -0.2649
C -2.377 -0.954 0.002  -0.1292
C -2.593 0.404 0.135  -0.3183
C -1.539 1.273 0.139  0.0675
N -0.214 0.902 0.116  -0.4946
H 1.683 1.463 -0.276  0.3834
H 3.378 1.748 -0.244  0.4032
H 1.626 -1.880 -0.353  0.4244
H -0.785 -2.371 -0.291  0.2121
H -3.126 -1.720 0.019  0.2244
H -3.419 0.951 0.162  0.2176
H -1.617 2.388 0.556  0.2066

Values from the calculation:
Relative energy (zero: lowest compared OMol25 entry of this formula, charge and spin) ... 29.58 kcal per mole
Kohn-Sham gap ... 9.4 eV
HOMO ... -8.84 eV



[8]
Density functional theory data (the ωB97M-V functional and the def2-TZVPD basis) for C6H7N3O in the gas phase.

Each line ends with the Löwdin charge.
Cartesian coordinates (Å):
C -1.182 1.478 -0.277  -0.0552
C -2.420 0.829 -0.255  -0.0966
C -0.057 0.739 -0.174  -0.1777
C 1.298 0.962 0.233  -0.3853
C 2.031 -0.390 0.282  -0.0733
C 0.899 -1.440 0.122  -0.0989
N -2.438 -0.281 0.455  -0.0778
N -1.617 -1.129 0.574  0.1063
N -0.305 -0.651 -0.280  -0.0620
O 1.852 2.044 0.375  0.0578
H -1.073 2.543 -0.371  0.1089
H -3.376 1.274 -0.317  0.0988
H 2.572 -0.321 -0.589  0.0812
H 2.734 -0.577 1.142  0.1405
H 0.956 -2.169 -0.811  0.1571
H 0.776 -2.034 1.066  0.1252
H -0.650 -0.877 -1.176  0.1509

Values from the calculation:
Relative energy (zero: lowest compared OMol25 entry of this formula, charge and spin) ... 22.46 kcal per mole
Kohn-Sham gap (alpha / beta) ... 6.0 / 7.0 eV
2S+1 ... 3
HOMO (alpha / beta) ... -5.47 / -9.25 eV



[9]
Density functional theory data (the ωB97M-V functional and the def2-TZVPD basis) for a molecular structure, C6H7NO.

Each line ends with the natural charge from an NBO analysis.
Cartesian coordinates (Å):
C 2.028 0.361 -0.296  0.4301
C 0.557 0.360 -0.541  -0.3538
C -0.175 0.525 0.839  -0.0919
C -0.406 -0.905 -0.393  -0.0924
C -1.751 -0.491 -0.462  -0.2395
C -1.728 0.543 0.416  -0.1656
H 2.427 1.253 -0.799  0.1174
H 0.211 0.939 -1.335  0.2206
H 0.162 1.253 1.573  0.2098
H 0.914 -1.096 1.016  0.3470
H -0.076 -1.980 -0.825  0.2100
H -2.556 -0.876 -1.143  0.2419
H -2.278 1.586 0.599  0.2365
N -0.076 -1.017 1.076  -0.5531
O 2.747 -0.454 0.273  -0.5169

Values from the calculation:
Relative energy (zero: lowest compared OMol25 entry of this formula, charge and spin) ... 100.10 kcal per mole
Kohn-Sham gap ... 9.6 eV
HOMO ... -9.37 eV



[10]
Density functional theory data (the ωB97M-V functional and the def2-TZVPD basis) for a molecular structure, C6H7NO.

Each line ends with the natural charge from an NBO analysis.
Cartesian coordinates (Å):
C 0.265 0.948 -1.143  0.4109
C 1.062 -0.172 -1.586  -0.3616
C 0.766 -1.352 -0.909  -0.3147
C 0.016 -0.811 0.133  0.1154
C -0.440 -0.960 1.519  -0.3947
C -1.255 0.490 1.178  -0.2009
H 0.639 2.378 -2.283  0.4790
H 1.828 -0.252 -2.333  0.2200
H 1.489 -2.144 -0.710  0.2285
H 0.635 -0.647 2.293  0.2053
H -1.122 -1.984 2.080  0.2315
H -1.149 1.373 2.142  0.2013
H -2.400 0.409 1.237  0.2202
N -0.470 0.447 -0.072  -0.3796
O 0.136 2.278 -1.546  -0.6605

Values from the calculation:
Relative energy (zero: lowest compared OMol25 entry of this formula, charge and spin) ... 122.36 kcal per mole
Kohn-Sham gap ... 8.1 eV
HOMO ... -7.30 eV



[11]
Density functional theory data (the ωB97M-V functional and the def2-TZVPD basis) for 2 unconnected molecules or ions with the total composition C6H7NO.

Each line ends with the natural charge from an NBO analysis.
Cartesian coordinates (Å):
O -1.746 -2.212 0.390  -0.4931
C -1.626 -1.101 0.037  0.6911
C -1.162 -0.031 -0.485  -0.3897
C -0.979 1.367 -0.029  -0.3499
C -1.725 1.106 -1.286  -0.3714
H -1.659 1.703 0.888  0.2081
H -0.029 1.740 -0.046  0.2493
H -1.178 1.303 -2.256  0.2268
H -2.854 1.161 -1.394  0.2264
C 1.802 -2.056 -0.544  -0.7400
C 1.855 -0.676 -0.575  0.3155
N 1.704 0.447 -0.551  -0.3659
H 2.361 -2.491 0.250  0.2553
H 0.720 -2.264 -0.369  0.2795
H 2.298 -2.405 -1.487  0.2582

Values from the calculation:
Relative energy (zero: lowest compared OMol25 entry of this formula, charge and spin) ... 71.32 kcal per mole
Kohn-Sham gap ... 9.5 eV
HOMO ... -8.78 eV



[12]
Density functional theory data (the ωB97M-V functional and the def2-TZVPD basis) for C6H7NO in the gas phase.

Each line ends with the natural charge from an NBO analysis.
Cartesian coordinates (Å):
C -1.169 1.355 0.644  -0.1161
C 0.663 -1.170 -0.905  -0.3838
C 0.010 1.169 1.311  -0.0618
C 0.884 -1.895 0.215  0.1588
C -1.017 0.699 -0.697  -0.4745
C 0.488 0.336 -0.650  -0.1287
N 1.066 0.659 0.627  -0.1391
O 1.080 -1.252 1.333  -0.4458
H -2.077 1.581 1.135  0.2220
H 0.552 -1.663 -1.778  0.2089
H 0.383 1.342 2.381  0.2280
H 0.912 -3.088 0.148  0.2140
H -1.610 -0.319 -0.785  0.2485
H -1.301 1.301 -1.543  0.2370
H 1.137 0.944 -1.437  0.2326

Values from the calculation:
Relative energy (zero: lowest compared OMol25 entry of this formula, charge and spin) ... 107.91 kcal per mole
Kohn-Sham gap (alpha / beta) ... 7.0 / 6.8 eV
HOMO (alpha / beta) ... -8.11 / -7.98 eV



[13]
Density functional theory data (the ωB97M-V functional and the def2-TZVPD basis) for C6H7NO in the gas phase.

Each line ends with the natural charge from an NBO analysis.
Cartesian coordinates (Å):
C 2.587 0.677 0.624  -0.4802
C 2.229 -0.204 -0.302  0.1355
O 1.058 -0.977 -0.276  -0.4945
C -0.170 -0.410 -0.126  0.2231
C -0.486 0.940 -0.417  -0.3648
C -1.844 1.068 -0.154  -0.0574
N -2.298 -0.152 0.278  -0.4986
C -1.286 -1.045 0.257  -0.1436
H 3.578 1.165 0.594  0.2137
H 1.909 0.980 1.440  0.2120
H 2.940 -0.515 -1.023  0.1839
H 0.184 1.711 -0.678  0.2319
H -2.609 1.826 -0.368  0.2137
H -3.211 -0.396 0.679  0.4164
H -1.355 -2.047 0.320  0.2089

Values from the calculation:
Relative energy (zero: lowest compared OMol25 entry of this formula, charge and spin) ... 36.28 kcal per mole
Kohn-Sham gap ... 8.9 eV
HOMO ... -7.93 eV



[14]
Density functional theory data (the ωB97M-V functional and the def2-TZVPD basis) for a molecular structure, C6H7NO.

Each line ends with the natural charge from an NBO analysis.
Cartesian coordinates (Å):
C -2.036 -1.034 -0.186  -0.3145
C -0.811 -0.575 -0.434  -0.1983
C 0.690 -0.811 -0.365  -0.0871
C 1.010 0.045 0.924  -0.4155
C 0.797 1.276 -0.095  -0.1666
C -0.899 0.983 -0.361  0.6244
H -2.669 -2.136 0.387  0.2156
H -2.969 -0.191 0.019  0.2340
H 1.109 -1.884 -0.615  0.2295
H 1.988 0.003 1.244  0.2053
H 0.558 -0.075 1.904  0.2047
H 1.366 2.349 0.062  0.2440
H 2.403 0.131 -1.141  0.3691
N 1.258 0.186 -1.132  -0.6235
O -1.796 1.733 -0.209  -0.5207

Values from the calculation:
Relative energy (zero: lowest compared OMol25 entry of this formula, charge and spin) ... 139.20 kcal per mole
Kohn-Sham gap ... 9.4 eV
HOMO ... -8.77 eV



[15]
Density functional theory data (the ωB97M-V functional and the def2-TZVPD basis) for C6H7NO2 in the gas phase.

Each line ends with the natural charge from an NBO analysis.
Cartesian coordinates (Å):
C 0.634 -0.829 -2.465  -0.6451
C 1.229 -0.144 -1.169  -0.2259
N 0.219 -0.017 -0.076  -0.4783
C 0.479 0.977 0.887  0.6458
O 1.449 1.736 0.876  -0.5243
C -0.598 0.869 1.827  -0.2591
C -1.471 -0.084 1.443  -0.1827
C -0.909 -0.664 0.165  0.6344
O -1.431 -1.593 -0.552  -0.5697
H 0.435 -1.998 -2.428  0.2343
H 1.474 -0.775 -3.133  0.2144
H -0.472 -0.460 -2.810  0.2405
H 1.713 0.877 -1.446  0.2429
H 2.236 -0.742 -0.719  0.2086
H -0.826 1.554 2.616  0.2370
H -2.431 -0.237 1.723  0.2271

Values from the calculation:
Relative energy (zero: lowest compared OMol25 entry of this formula, charge and spin) ... 33.82 kcal per mole
Kohn-Sham gap ... 9.1 eV
HOMO ... -10.20 eV